# 1
{"formula": "C5H9N2O2", "method": "the ωB97M-V functional and the def2-TZVPD basis", "species": ["C", "C", "C", "C", "C", "N", "N", "O", "O", "H", "H", "H", "H", "H", "H", "H", "H", "H"], "xyz": [[1.7498, -0.7098, 0.7359], [0.6512, -1.5572, 0.2144], [1.7136, 0.5931, 0.4599], [-0.4793, -1.0094, -0.2719], [-0.7017, 0.4967, -0.2436], [-1.6211, 0.9867, -1.1220], [0.6442, 1.1573, -0.3181], [-1.5251, -1.6039, -0.7180], [-0.7504, 0.9530, 1.2917], [2.4343, -1.3048, 1.4108], [0.6059, -2.7012, 0.3064], [2.3616, 1.3820, 0.9351], [-2.0033, 1.9261, -0.9688], [-2.3439, 0.3601, -1.2510], [0.7468, 2.1759, -0.1331], [1.2110, 0.9602, -1.2656], [-1.3715, -2.5674, -0.9203], [-1.3221, 0.4627, 1.8581]], "forces_ev_per_a": [[-0.73, -1.53, 0.18], [-0.58, -1.14, -0.05], [2.08, -0.24, 3.42], [2.42, 1.59, 0.93], [1.24, 1.02, 4.04], [1.09, 1.85, 0.48], [3.27, 0.00, -4.25], [-2.20, -2.81, -1.41], [-0.13, 0.44, -2.73], [-0.34, 1.56, -0.98], [0.64, 1.88, -0.11], [-0.59, -1.18, -0.72], [0.57, -0.44, 0.14], [-1.76, -1.64, -0.64], [-1.25, -0.67, -0.32], [-2.48, 0.92, 1.32], [-0.26, 1.27, 0.40], [-0.99, -0.89, 0.32]], "smiles": "N[C@]1(O)[NH2+]C=CC=C1O", "total_energy_ev": -12396.9921, "total_charge": 1, "multiplicity": 1, "de_lowest_kcal_mol": 91.4, "lumo_energy_ha": -0.132}

---

# 2
{"formula": "C5H9N2O2", "method": "the ωB97M-V functional and the def2-TZVPD basis", "species": ["C", "C", "C", "C", "C", "N", "N", "O", "O", "H", "H", "H", "H", "H", "H", "H", "H", "H"], "xyz": [[1.2234, -0.7804, 1.1914], [0.5689, 0.0106, 0.3443], [-1.0620, 1.1936, -1.1351], [-1.8269, -0.4530, 0.5501], [-0.7627, 0.5786, 0.1883], [2.4353, -1.2195, 0.7761], [1.6254, 0.0781, -0.8331], [1.5034, 0.5514, -1.8710], [2.7436, -0.6599, -0.4224], [0.8027, -1.1266, 2.1283], [-2.1706, 1.3566, -1.4498], [-0.7309, 0.6053, -1.9844], [-0.5278, 2.1515, -1.3456], [-1.9162, -1.0364, -0.4497], [-2.8565, -0.1391, 0.7418], [-1.4621, -1.0250, 1.2965], [-0.8090, 1.4849, 0.9508], [3.2219, -1.5706, 1.3237]], "forces_ev_per_a": [[0.35, -0.99, 1.25], [3.17, -0.13, -3.56], [-1.01, 1.62, -3.11], [-0.90, 0.25, -4.48], [-1.82, 3.23, 2.38], [-1.14, 0.42, 0.27], [-3.34, -0.79, 4.68], [1.54, 0.27, -1.53], [0.44, 0.35, -1.07], [0.35, -0.03, 0.02], [1.72, -0.22, 1.48], [-0.02, -0.59, 0.07], [-0.54, -0.50, 0.57], [0.08, 0.23, 1.86], [0.52, 0.62, 0.18], [0.65, -2.29, 2.47], [0.10, -1.77, -1.12], [-0.15, 0.32, -0.35]], "smiles": "CC(C)c1c[nH]o[n+]1=O", "total_energy_ev": -12392.7659, "total_charge": 1, "multiplicity": 1, "de_lowest_kcal_mol": 188.9, "lumo_energy_ha": [-0.205, -0.205]}

---

# 3
{"formula": "C5H9N2P", "method": "the ωB97M-V functional and the def2-TZVPD basis", "species": ["C", "C", "C", "C", "C", "N", "N", "P", "H", "H", "H", "H", "H", "H", "H", "H", "H"], "xyz": [[-1.3832, 1.4069, 1.0312], [0.7539, -1.9388, 0.1948], [-2.0161, 1.3102, 2.3134], [1.6816, -0.7300, -1.6043], [1.5215, -2.1448, -1.0234], [-0.9175, 1.7839, 0.0382], [-0.4402, 2.0553, -1.0764], [-0.2132, -1.9004, 1.3930], [-2.0726, 2.2425, 2.8091], [-1.3888, 0.7216, 3.0075], [-3.0029, 1.0576, 2.1801], [0.7253, -0.2232, -1.6835], [2.0791, -0.8083, -2.6900], [2.3553, -0.2038, -0.9251], [2.5392, -2.7164, -0.8151], [0.7538, -2.6934, -1.6186], [-0.9753, 2.7812, -1.5309]], "forces_ev_per_a": [[0.59, 0.55, -1.07], [-0.27, -0.93, 1.04], [2.40, 0.03, 1.04], [1.20, -0.76, -2.05], [0.16, -0.22, 0.35], [-1.21, -0.26, 0.99], [1.27, -0.11, -0.99], [0.28, 0.23, -0.12], [0.22, 1.49, 0.32], [-0.79, -0.37, -0.43], [-2.21, -1.51, 0.08], [-0.03, 0.09, 0.26], [-0.24, 0.35, 1.84], [-0.04, 0.37, -0.50], [-2.24, 1.07, -0.68], [1.20, -0.21, -0.11], [-0.28, 0.17, 0.05]], "total_energy_ev": -17594.7343, "multiplicity": 1, "de_lowest_kcal_mol": 100.2, "lumo_energy_ha": 0.029}